# 1
Computed, not measured: C39H32I2InN12O3S as an isolated structure in a non-equilibrium geometry, with ωB97M-V/def2-TZVPD.

ΔE to the lowest compared entry with this formula, charge and spin (eV): 1.743
Max |F| (eV/Å): 1.1
Highest occupied orbital energy (spin up / spin down) (eV): -6.27 / -7.19
Spin multiplicity: 2
LUMO (spin up / spin down) (Ha): 0.000 / -0.032
Gap between HOMO and LUMO (spin up / spin down) (eV): 6.26 / 6.32

```
90
C39H32I2InN12O3S | the OMol25 dataset | ωB97M-V/def2-TZVPD
In 0.711 0.488 -0.046
I -0.317 -2.116 -7.334
C -0.365 -1.012 -5.539
C -0.106 0.347 -5.560
C -0.122 1.038 -4.365
I 0.266 3.101 -4.405
C -0.412 0.452 -3.102
O -0.463 1.146 -2.010
C -0.680 -0.947 -3.151
C -0.933 -1.663 -1.856
N 0.312 -1.790 -1.081
C 1.329 -2.657 -1.659
C 2.747 -2.293 -1.267
C 3.809 -2.635 -2.097
C 5.092 -2.271 -1.735
C 5.281 -1.575 -0.549
C 4.169 -1.288 0.221
N 2.931 -1.648 -0.118
C -0.647 -1.649 -4.343
H 0.103 0.854 -6.491
H -1.615 -1.060 -1.252
H -1.397 -2.638 -2.051
H 0.101 -2.075 -0.124
H 1.171 -3.704 -1.364
H 1.258 -2.606 -2.745
H 3.621 -3.163 -3.024
H 5.932 -2.507 -2.376
H 6.265 -1.257 -0.233
H 4.262 -0.738 1.152
H -0.864 -2.712 -4.335
O 0.064 -1.375 1.563
N 1.088 -1.817 2.253
C 1.257 -3.150 2.394
C 2.288 -3.685 3.121
C 3.206 -2.822 3.719
C 3.048 -1.467 3.547
C 1.980 -0.939 2.805
S 1.753 0.735 2.575
H 0.512 -3.750 1.894
H 2.368 -4.757 3.219
H 4.033 -3.211 4.297
H 3.738 -0.757 3.979
C -2.696 1.924 4.318
N -2.419 1.284 3.045
C -1.477 1.576 2.138
N -1.584 0.748 1.117
C -2.644 -0.032 1.444
N -3.170 0.253 2.609
C -3.772 3.001 4.307
C -4.762 2.954 5.279
C -5.736 3.935 5.355
C -5.757 4.967 4.443
C -4.804 5.005 3.428
C -3.800 4.030 3.365
C -4.897 6.067 2.436
N -5.785 7.008 2.370
N -5.506 7.753 1.258
C -4.484 7.204 0.688
O -4.035 6.134 1.394
C -3.844 7.570 -0.562
C -4.392 8.559 -1.373
C -3.792 8.848 -2.588
C -2.673 8.140 -3.000
C -2.133 7.144 -2.192
C -0.942 6.360 -2.686
N -0.715 5.177 -1.893
C -1.550 4.154 -1.665
N -0.999 3.322 -0.805
C 0.209 3.889 -0.536
N 0.415 5.020 -1.171
C -2.712 6.877 -0.969
H -1.749 2.341 4.659
H -3.006 1.140 5.005
H -0.714 2.329 2.250
H -3.010 -0.837 0.829
H -4.759 2.149 6.004
H -6.490 3.887 6.129
H -6.510 5.742 4.481
H -3.056 4.079 2.580
H -5.274 9.086 -1.034
H -4.212 9.608 -3.233
H -2.220 8.342 -3.964
H -0.036 6.961 -2.638
H -1.112 6.077 -3.726
H -2.513 4.009 -2.133
H 0.928 3.456 0.139
H -2.309 6.113 -0.319
N 3.141 1.541 -2.618
C 2.462 0.641 -2.329
H 3.674 2.346 -2.865
```



# 2
Computed, not measured: C39H32INO2S4Sc as an isolated structure in a non-equilibrium geometry, with ωB97M-V/def2-TZVPD.

ΔE to the lowest compared entry with this formula, charge and spin (eV): 0.000
Max |F| (eV/Å): 3.9
Highest occupied orbital energy (eV): -4.22
Net charge: -1
LUMO (Ha): 0.081
Gap between HOMO and LUMO (eV): 6.44

```
80
C39H32INO2S4Sc | the OMol25 dataset | ωB97M-V/def2-TZVPD
Sc 6.481 11.194 13.725
S 4.841 12.041 15.597
C 4.651 10.623 16.551
C 4.564 10.771 17.966
C 4.169 9.701 18.775
C 3.886 8.454 18.201
C 4.027 8.271 16.813
C 4.428 9.314 15.984
S 4.537 9.173 14.244
C 5.390 7.602 13.928
C 6.888 7.613 13.840
C 7.577 6.438 14.219
C 8.970 6.379 14.062
C 9.621 7.454 13.469
C 8.850 8.580 13.085
C 9.571 9.632 12.293
S 8.973 11.342 12.499
C 8.131 12.024 10.947
C 9.234 12.106 9.924
C 8.812 11.806 8.684
C 6.425 12.857 8.388
C 5.359 12.831 9.429
C 5.602 11.905 10.419
S 4.660 11.391 11.746
N 7.537 8.695 13.344
H 4.795 11.761 18.379
H 4.119 9.834 19.860
H 3.594 7.611 18.829
H 3.812 7.308 16.354
H 5.000 7.265 12.958
H 5.086 6.847 14.661
H 7.030 5.621 14.685
H 9.539 5.502 14.384
H 10.702 7.464 13.311
H 9.629 9.376 11.224
H 10.593 9.618 12.691
H 10.243 12.428 10.227
H 9.422 11.791 7.768
H 5.998 12.787 7.381
H 4.534 13.553 9.444
I 6.756 9.135 10.348
C 6.989 11.309 10.154
C 7.288 11.602 8.666
C 7.343 14.102 8.321
C 7.840 14.733 9.407
C 7.508 14.498 10.832
C 6.999 15.649 11.448
C 6.481 15.595 12.723
C 6.454 14.364 13.395
C 6.970 13.256 12.791
C 7.547 13.279 11.576
H 6.963 10.778 8.025
H 7.609 14.469 7.324
H 8.540 15.567 9.250
H 7.010 16.579 10.879
H 6.098 16.481 13.238
H 6.030 14.316 14.390
C 8.128 9.971 21.655
C 8.279 10.045 20.165
C 7.783 9.012 19.347
C 7.910 9.059 17.963
C 7.379 7.967 17.102
C 8.531 10.172 17.389
C 9.069 11.209 18.170
C 9.741 12.393 17.516
C 8.924 11.130 19.547
C 8.699 10.242 15.886
O 9.754 9.987 15.311
O 7.567 10.644 15.285
H 7.127 9.642 21.941
H 8.324 10.959 22.086
H 8.836 9.255 22.097
H 7.287 8.145 19.803
H 6.729 7.307 17.679
H 8.206 7.355 16.712
H 6.830 8.334 16.242
H 9.023 13.079 17.041
H 10.448 12.076 16.739
H 10.288 12.980 18.261
H 9.323 11.950 20.155
```



# 3
Computed, not measured: C39H33AsF4N13P2S4Tl as an isolated structure in a non-equilibrium geometry, with ωB97M-V/def2-TZVPD.

ΔE to the lowest compared entry with this formula, charge and spin (eV): 2.007
Max |F| (eV/Å): 1.6
Highest occupied orbital energy (spin up / spin down) (eV): -1.76 / -1.86
Net charge: -2
LUMO (spin up / spin down) (Ha): 0.037 / 0.055
Gap between HOMO and LUMO (spin up / spin down) (eV): 2.76 / 3.36

```
97
C39H33AsF4N13P2S4Tl | the OMol25 dataset | ωB97M-V/def2-TZVPD
Tl 1.100 -1.337 -0.210
C 0.269 3.476 -0.169
C 0.813 2.224 0.069
N 0.056 1.179 0.356
C -1.271 1.350 0.377
C -1.799 2.631 0.182
N -1.039 3.680 -0.078
C -2.096 0.151 0.586
C -3.488 0.188 0.507
C -4.202 -0.990 0.703
C -3.500 -2.162 0.963
C -2.104 -2.114 1.019
N -1.438 -0.977 0.840
C -1.280 -3.296 1.323
C -1.762 -4.606 1.327
N -0.994 -5.640 1.620
C 0.288 -5.402 1.867
C 0.786 -4.102 1.868
N 0.005 -3.064 1.622
C -5.675 -0.975 0.689
C -6.387 -0.079 1.486
C -7.771 -0.139 1.486
N -8.467 -0.995 0.755
C -7.791 -1.818 -0.030
C -6.409 -1.859 -0.096
H 0.879 4.332 -0.422
H 1.880 2.052 0.025
H -2.858 2.839 0.238
H -4.024 1.095 0.278
H -4.039 -3.076 1.158
H -2.791 -4.842 1.089
H 0.917 -6.262 2.052
H 1.827 -3.878 2.071
H -5.863 0.631 2.111
H -8.359 0.522 2.115
H -8.397 -2.493 -0.622
H -5.907 -2.546 -0.757
S 1.902 -6.833 -0.616
As 2.311 -4.917 -1.480
S 0.436 -3.849 -1.696
S 3.684 -3.859 -0.198
S 3.246 -5.249 -3.376
C 4.326 -1.789 -3.530
P 3.700 -1.020 -1.981
C 3.370 0.693 -2.595
C 5.306 -0.709 -1.122
H 5.041 -1.135 -4.033
H 3.482 -1.992 -4.190
H 4.791 -2.743 -3.285
H 4.203 1.076 -3.187
H 3.200 1.346 -1.739
H 2.463 0.687 -3.197
H 5.996 -0.164 -1.765
H 5.740 -1.660 -0.825
H 5.109 -0.126 -0.223
F 0.189 2.445 -3.041
C -0.935 3.025 -3.528
C -0.835 4.304 -4.017
F 0.380 4.899 -3.982
C -1.938 5.012 -4.547
C -3.143 4.272 -4.557
C -3.242 2.995 -4.057
F -4.446 2.382 -4.123
C -2.147 2.305 -3.496
C -2.247 0.998 -2.933
C -1.152 0.273 -2.498
N -0.280 -0.380 -2.107
C -3.455 0.336 -2.724
N -4.418 -0.247 -2.472
F -4.255 4.839 -5.079
C -1.848 6.345 -5.024
C -0.683 7.111 -4.990
N 0.223 7.826 -5.001
C -2.915 7.052 -5.575
N -3.732 7.716 -6.049
C 3.462 -0.944 5.598
N 2.204 -0.488 5.030
C 2.318 0.926 4.716
N 3.425 1.236 3.829
C 4.651 0.733 4.422
N 4.613 -0.685 4.748
C 4.565 -1.496 3.544
P 3.070 -1.186 2.440
C 1.836 -1.265 3.859
C 3.206 0.688 2.504
H 3.401 -2.022 5.787
H 3.616 -0.419 6.551
H 2.476 1.469 5.657
H 1.385 1.258 4.253
H 4.828 1.292 5.351
H 5.482 0.910 3.732
H 4.557 -2.551 3.837
H 5.477 -1.312 2.966
H 1.719 -2.310 4.165
H 0.871 -0.908 3.485
H 2.272 1.098 2.110
H 4.028 1.014 1.857
```



# 4
Computed, not measured: C39H33BrLaN10O2S as an isolated structure in a non-equilibrium geometry, with ωB97M-V/def2-TZVPD.

ΔE to the lowest compared entry with this formula, charge and spin (eV): 1.024
Max |F| (eV/Å): 1.2
Highest occupied orbital energy (spin up / spin down) (eV): -9.74 / -9.74
Net charge: +1
LUMO (spin up / spin down) (Ha): -0.138 / -0.138
Gap between HOMO and LUMO (spin up / spin down) (eV): 5.99 / 5.98

```
87
C39H33BrLaN10O2S | the OMol25 dataset | ωB97M-V/def2-TZVPD
La -1.250 0.164 0.249
C 0.694 5.674 1.602
C 1.115 5.031 0.448
C 0.325 4.044 -0.132
C -0.888 3.690 0.439
C -1.313 4.342 1.592
C -0.529 5.329 2.169
N -1.684 2.625 -0.095
C -2.785 2.941 -0.769
C -3.060 4.250 -1.299
C -4.188 4.486 -2.011
C -5.164 3.466 -2.265
C -4.979 2.230 -1.754
C -3.808 1.938 -0.990
N -3.603 0.742 -0.384
N -4.574 -0.091 -0.343
C -4.216 -1.390 0.073
C -5.249 -2.210 0.527
C -4.971 -3.532 0.794
C -3.680 -4.022 0.595
C -2.715 -3.139 0.178
N -2.960 -1.838 -0.063
H 1.309 6.442 2.055
H 2.059 5.299 -0.011
H 0.646 3.550 -1.042
H -2.261 4.059 2.038
H -0.871 5.827 3.068
H -2.337 5.035 -1.130
H -4.352 5.479 -2.414
H -6.036 3.694 -2.862
H -5.696 1.437 -1.913
H -6.239 -1.790 0.632
H -5.756 -4.191 1.144
H -3.431 -5.061 0.764
H -1.689 -3.462 0.044
C 2.574 1.531 -2.296
C 1.324 0.915 -1.757
N 1.041 0.826 -0.503
N 2.008 1.290 0.361
C 1.683 1.387 1.646
N 2.700 1.824 2.414
S 0.210 1.021 2.498
C 0.336 0.355 -2.732
C 0.548 0.462 -4.094
C -0.383 -0.080 -4.971
C -1.504 -0.713 -4.467
C -1.652 -0.777 -3.093
N -0.759 -0.258 -2.247
H 3.184 1.908 -1.486
H 2.325 2.357 -2.969
H 3.149 0.803 -2.874
H 3.525 2.182 1.960
H 2.525 2.053 3.376
H 1.430 0.959 -4.470
H -0.228 -0.004 -6.040
H -2.251 -1.151 -5.113
H -2.514 -1.258 -2.645
C -2.216 -1.446 3.372
O -1.326 -1.833 2.317
C -0.255 -2.645 2.591
C -0.184 -3.535 3.643
C 0.977 -4.282 3.821
Br 1.045 -5.513 5.246
C 2.075 -4.127 3.005
C 2.002 -3.226 1.945
C 0.812 -2.552 1.710
O 0.650 -1.763 0.589
C 3.186 -2.979 1.087
N 4.090 -3.861 0.797
C 5.027 -3.173 0.023
C 6.214 -3.632 -0.550
C 6.978 -2.727 -1.256
C 6.582 -1.384 -1.398
C 5.406 -0.917 -0.844
C 4.644 -1.846 -0.141
N 3.429 -1.735 0.521
H -2.200 -2.138 4.207
H -3.219 -1.431 2.949
H -1.928 -0.456 3.730
H -1.007 -3.669 4.329
H 2.994 -4.673 3.170
H 1.345 -1.979 -0.055
H 6.517 -4.664 -0.431
H 7.906 -3.051 -1.708
H 7.215 -0.703 -1.952
H 5.101 0.116 -0.947
H 3.006 -0.854 0.795
```



# 5
Computed, not measured: C39H33ClN6OPSW as an isolated structure, with ωB97M-V/def2-TZVPD.

ΔE to the lowest compared entry with this formula, charge and spin (eV): 0.000
Max |F| (eV/Å): 0.5
Highest occupied orbital energy (spin up / spin down) (eV): -12.23 / -13.39
Net charge: +2
Spin multiplicity: 4
LUMO (spin up / spin down) (Ha): -0.165 / -0.195
Gap between HOMO and LUMO (spin up / spin down) (eV): 7.75 / 8.09

```
83
C39H33ClN6OPSW | the OMol25 dataset | ωB97M-V/def2-TZVPD
W -0.159 0.108 0.450
C 1.825 -0.266 -1.966
N 0.355 -0.290 -1.731
C -0.229 -1.584 -2.150
C 0.051 -2.519 -1.016
N 0.239 -2.034 0.197
C 0.490 -3.135 1.016
C 0.806 -3.192 2.370
C 0.982 -4.446 2.915
C 0.865 -5.611 2.134
C 0.588 -5.559 0.784
C 0.408 -4.291 0.245
N 0.146 -3.856 -1.054
C 2.520 0.461 -0.862
N 2.058 0.443 0.370
C 2.995 1.158 1.134
C 3.056 1.418 2.502
C 4.145 2.128 2.960
C 5.164 2.566 2.095
C 5.124 2.299 0.743
C 4.018 1.586 0.295
N 3.676 1.133 -0.981
H 2.059 0.141 -2.952
H 2.175 -1.303 -1.947
H -0.094 0.483 -2.220
H 0.192 -1.949 -3.093
H -1.305 -1.444 -2.284
H 0.930 -2.295 2.962
H 1.229 -4.541 3.962
H 1.014 -6.572 2.603
H 0.519 -6.457 0.187
H 0.021 -4.431 -1.872
H 2.284 1.075 3.175
H 4.229 2.343 4.015
H 6.003 3.113 2.500
H 5.911 2.614 0.074
H 4.226 1.221 -1.819
O -0.071 2.018 -0.387
N -0.023 3.134 0.367
C 0.137 4.301 -0.297
C 0.211 5.474 0.397
C 0.109 5.436 1.793
C -0.066 4.237 2.434
C -0.137 3.042 1.700
S -0.421 1.514 2.447
H 0.198 4.204 -1.370
H 0.345 6.398 -0.142
H 0.164 6.352 2.364
H -0.156 4.178 3.508
Cl -2.717 1.371 -1.630
C -4.151 0.755 -0.833
C -5.359 1.126 -1.405
C -6.540 0.647 -0.865
C -6.503 -0.211 0.227
C -5.288 -0.562 0.781
C -4.075 -0.069 0.280
P -2.550 -0.682 1.089
C -2.807 -2.473 0.775
C -2.827 -3.451 1.762
C -3.029 -4.783 1.422
C -3.219 -5.150 0.101
C -3.222 -4.176 -0.892
C -3.018 -2.849 -0.553
C -2.828 -0.445 2.865
C -1.942 -1.040 3.763
C -2.067 -0.827 5.125
C -3.071 0.002 5.607
C -3.943 0.615 4.721
C -3.824 0.394 3.356
H -5.361 1.775 -2.267
H -7.484 0.933 -1.306
H -7.420 -0.607 0.640
H -5.274 -1.241 1.625
H -2.710 -3.191 2.804
H -3.052 -5.532 2.201
H -3.393 -6.186 -0.154
H -3.417 -4.449 -1.920
H -3.083 -2.093 -1.328
H -1.137 -1.676 3.406
H -1.379 -1.302 5.810
H -3.169 0.173 6.670
H -4.720 1.270 5.089
H -4.503 0.901 2.685
```